1.
Formula: C60H40Br5IO3P2RuS
Source: the Open Molecules 2025 dataset
Level of theory: ωB97M-V/def2-TZVPD

```
113
Properties=species:S:1:pos:R:3:forces:R:3:lowdin_charge:R:1
Ru -0.63576 0.82399 -0.01383 0.91 0.95 -2.79 0.951
O -3.11968 -0.34647 1.33553 0.81 0.16 -1.04 -0.387
S -1.65067 -0.51507 1.32395 -0.64 -2.51 2.67 0.789
C -1.31306 -2.28990 0.97365 0.66 0.56 0.73 -0.246
C -0.78882 -3.17001 1.92715 -1.02 1.04 -0.35 -0.025
C -1.05606 -4.54554 1.86417 0.20 -0.67 0.25 0.008
C -1.94535 -5.04754 0.93645 0.74 0.62 -0.54 -0.109
C -2.49888 -6.42441 0.64212 -0.79 0.22 0.51 -0.073
C -3.41300 -6.21383 -0.60452 -0.78 -0.21 -0.23 -0.091
C -3.15517 -4.81208 -1.04884 0.70 1.71 -1.06 -0.121
C -3.49508 -4.08441 -2.20402 0.28 -0.55 1.03 0.039
C -2.91101 -2.80918 -2.39594 -0.75 -0.69 0.49 -0.050
C -2.16465 -2.17202 -1.42368 0.24 0.18 -0.06 -0.309
P -1.46968 -0.57974 -1.93235 -0.12 -0.43 -0.34 1.082
C -2.93527 0.24988 -2.61680 -1.05 -0.13 0.49 -0.358
C -3.26825 0.24214 -3.96504 0.84 -0.21 -0.51 -0.097
C -4.34142 0.97154 -4.45215 -0.57 0.34 0.56 -0.051
C -5.18103 1.68196 -3.58131 1.25 -0.28 0.40 -0.054
C -4.95489 1.53681 -2.20477 0.00 0.23 -0.29 -0.067
C -3.89529 0.76999 -1.73062 0.26 0.38 -0.09 -0.093
C -0.45476 -1.02947 -3.42904 -0.19 -0.21 0.16 -0.372
C -0.02451 -2.35681 -3.71242 0.20 0.56 0.70 -0.122
C 0.62994 -2.63091 -4.90213 -0.37 0.49 -1.07 -0.075
C 0.77418 -1.62460 -5.90018 0.32 -0.77 0.26 -0.048
C 0.39297 -0.32935 -5.59483 -0.51 0.37 -0.08 -0.066
C -0.24301 -0.02895 -4.37323 0.43 0.00 -0.47 -0.190
C -1.88924 -2.81444 -0.19923 -0.88 -0.64 -0.53 -0.165
C -2.31778 -4.16551 -0.10393 -0.29 -0.02 -0.12 -0.069
C -1.21051 -0.30581 3.06778 -0.19 -0.15 -1.19 -0.297
C -2.22461 -0.84505 3.81182 -0.57 -0.10 0.63 -0.062
C -2.29506 -0.72992 5.21802 0.51 0.28 -0.25 0.025
C -1.38262 0.09368 5.83559 1.18 0.00 -1.34 -0.121
C -1.18126 0.54448 7.24527 -0.46 -0.34 0.40 -0.094
C 0.18221 1.27712 7.28441 0.02 0.72 0.32 -0.086
C 0.66190 1.29771 5.84752 -0.95 -1.32 0.20 -0.129
C 1.88037 1.58581 5.32241 0.74 0.08 -0.28 0.011
C 2.09742 1.34256 3.94761 -0.35 0.42 0.07 -0.039
C 1.10624 0.87775 3.08428 0.30 0.21 0.50 -0.324
P 1.56969 0.84909 1.34203 2.08 -0.89 -0.04 1.060
C 2.71793 2.27777 1.12789 -1.30 0.65 0.30 -0.406
C 2.04080 3.49808 1.04085 0.54 0.54 0.03 -0.130
C 2.75593 4.69501 0.92843 -0.48 0.00 -0.31 -0.054
C 4.16159 4.68929 0.94113 -0.58 -0.34 0.01 -0.052
C 4.82961 3.48821 1.19089 -0.96 -0.29 -0.15 -0.041
C 4.09688 2.28309 1.24590 1.10 -0.27 0.49 -0.091
C 2.84878 -0.50682 1.35430 -0.60 0.01 0.62 -0.341
C 2.88705 -1.40409 2.43624 -0.51 0.02 -0.30 -0.089
C 3.82913 -2.42122 2.48213 -0.28 -0.06 0.67 -0.077
C 4.84190 -2.51492 1.53871 0.13 0.15 -0.63 -0.054
C 4.87028 -1.54666 0.52767 0.22 0.43 -0.41 -0.083
C 3.87203 -0.55693 0.42001 0.62 -0.81 0.43 -0.240
C -0.11405 0.39565 3.63308 -0.22 0.41 1.09 -0.144
C -0.29707 0.61014 5.03890 0.03 0.24 -0.14 -0.051
H -0.32048 -2.74334 2.79918 0.27 -0.12 0.13 0.109
H -0.55570 -5.19226 2.57069 -0.18 -0.04 0.22 0.125
H -3.04916 -6.83266 1.51362 0.24 0.23 -0.49 0.137
H -1.71088 -7.13012 0.42539 0.36 -0.15 -0.05 0.124
H -4.49723 -6.28196 -0.36022 0.68 -0.27 -0.06 0.142
H -3.20612 -6.90704 -1.43968 -0.13 0.12 0.55 0.136
H -4.19927 -4.48390 -2.92538 0.24 0.01 -0.11 0.123
H -3.12099 -2.27400 -3.31122 -0.02 -0.14 -0.11 0.108
H -2.64182 -0.34480 -4.65098 -0.33 0.58 0.13 0.112
H -4.48690 1.02281 -5.51240 -0.17 -0.05 -0.37 0.109
H -5.90237 2.39933 -3.94045 -0.24 -0.20 -0.12 0.113
H -5.54280 2.11182 -1.48915 -0.13 -0.40 -0.15 0.117
H -3.82868 0.59397 -0.66269 0.26 0.23 0.06 0.082
H -0.13573 -3.15003 -2.95945 -0.06 0.39 -0.42 0.116
H 0.94929 -3.64268 -5.14197 -0.04 0.16 0.21 0.113
H 1.17879 -1.87912 -6.91490 -0.32 0.29 1.23 0.132
H 0.49604 0.46132 -6.34714 0.00 -0.30 0.36 0.121
H -0.59737 0.99271 -4.21016 0.15 -0.39 0.02 0.084
H -3.05780 -1.31490 3.27694 0.43 -0.01 0.43 0.125
H -3.03301 -1.30922 5.73367 -0.43 0.10 0.34 0.120
H -1.29578 -0.31217 7.93118 0.25 0.46 -0.08 0.138
H -1.98272 1.24998 7.47710 -0.03 -0.10 0.18 0.130
H 0.92972 0.83280 7.94780 -0.16 -0.29 -0.19 0.128
H 0.04878 2.29003 7.71124 0.07 -0.33 -0.43 0.133
H 2.70398 1.94503 5.94434 -0.29 -0.01 -0.24 0.133
H 3.08696 1.56113 3.54252 -0.34 0.05 0.10 0.115
H 0.95586 3.49884 1.12240 0.25 0.20 -0.25 0.081
H 2.16020 5.61823 0.79797 0.70 -0.49 0.13 0.120
H 4.71176 5.60532 0.75147 -0.04 -0.08 0.29 0.113
H 5.89386 3.48093 1.37539 0.07 -0.07 -0.23 0.111
H 4.62750 1.33722 1.46400 -0.26 0.85 -0.22 0.113
H 2.16883 -1.29870 3.26042 0.30 -0.23 -0.48 0.104
H 3.74359 -3.10908 3.32179 0.30 0.00 -0.23 0.112
H 5.58769 -3.32761 1.57948 -0.44 0.65 0.00 0.124
H 5.68305 -1.49430 -0.22081 -0.50 -0.32 0.58 0.122
H 3.95680 0.19157 -0.35082 -0.05 -0.05 -0.07 0.056
Br -4.72316 6.34275 -1.22899 0.50 -0.45 0.34 0.819
C -3.54209 5.09801 -0.42456 -0.33 0.33 -1.44 -0.690
C -3.54464 4.93744 0.97320 -0.51 0.56 1.49 -0.712
Br -4.70299 5.91112 2.09256 0.15 -0.07 -0.42 0.833
C -2.67765 4.07803 1.57563 0.64 -1.16 0.18 -0.662
Br -2.53097 3.70027 3.39513 -0.17 0.29 0.36 0.881
C -1.87064 3.24588 0.78059 1.64 -1.03 0.07 -0.329
O -0.94048 2.42460 1.27083 -2.08 0.84 -0.42 -0.274
C -1.94799 3.29228 -0.66867 0.97 -1.13 0.03 -0.340
O -1.25378 2.36897 -1.31556 -0.65 1.68 0.85 -0.289
C -2.72745 4.31779 -1.22277 -0.14 -0.03 -1.15 -0.627
Br -2.65120 4.49424 -3.10690 -0.03 -0.09 0.42 0.838
Br 2.99441 -1.34858 -2.34497 -0.34 0.37 -0.70 0.862
C 3.73614 0.00413 -3.47198 0.68 -0.17 -0.95 -0.693
C 4.65446 -0.48494 -4.41026 0.52 -0.21 0.21 -0.132
C 5.36988 0.41254 -5.22197 -0.23 -0.16 -0.14 -0.068
C 5.18785 1.79695 -5.10196 -0.44 0.46 0.51 -0.065
C 4.24921 2.30824 -4.16920 0.03 -1.27 -0.23 -0.115
C 3.47239 1.37565 -3.42668 0.57 -0.06 -0.17 -0.703
I 1.75540 1.96534 -2.42983 -0.17 0.78 0.43 1.111
H 4.81780 -1.59227 -4.42138 0.00 1.26 -0.28 0.111
H 6.06645 0.03245 -5.98151 -0.33 0.12 0.47 0.118
H 5.74650 2.50779 -5.74881 -0.40 -0.68 0.65 0.124
H 4.12528 3.38609 -4.02808 -0.17 -0.48 -0.17 0.104
```
Positions in Å, forces in eV/Å.

Properties
2S+1: 5
Total charge: +2
E_HOMO (alpha / beta) (eV): -12.6 / -12.7
HOMO-LUMO gap (alpha / beta) (eV): 6.69 / 5.08
LUMO energy (alpha / beta) (Ha): -0.2182 / -0.2801
Expectation value of S²: 6.039

2.
Formula: C60H43I4LiN11
Source: the Open Molecules 2025 dataset
Level of theory: ωB97M-V/def2-TZVPD

```
119
Properties=species:S:1:pos:R:3:forces:R:3:lowdin_charge:R:1
Li 13.62218 14.59130 11.58014 -0.92 0.21 -0.29 0.503
I 6.64590 12.68251 17.90786 -0.18 0.14 0.28 0.831
C 8.17675 13.36742 16.68327 0.52 -0.37 -0.58 -0.761
C 8.65752 12.46198 15.72262 -1.08 -0.52 0.57 -0.160
C 9.64072 12.84189 14.83517 -0.66 -0.11 0.81 -0.006
C 10.18801 14.10909 14.97258 0.95 0.63 -1.39 -0.209
C 9.73390 15.00478 15.90226 -0.73 -0.52 1.01 -0.045
C 8.71228 14.63954 16.78061 -0.51 0.71 0.88 -0.144
C 11.22886 14.52599 13.97510 0.47 -0.98 1.66 -0.081
C 12.60324 14.48685 14.40486 -1.30 -0.63 -1.05 -0.244
C 13.02758 14.67987 15.77019 0.79 0.57 -0.15 -0.008
C 14.35700 14.89778 15.67671 0.98 -0.39 0.79 -0.026
C 14.76329 14.65917 14.31263 0.35 -0.33 -1.33 -0.240
C 16.04576 14.69428 13.73746 -0.03 -0.17 -0.65 -0.058
C 17.15434 15.23203 14.57974 -0.45 -1.20 0.82 -0.207
C 17.63143 16.49530 14.26660 0.42 -0.02 0.32 -0.014
C 18.56494 17.13518 15.08377 -0.47 -3.14 1.31 -0.099
C 19.01781 16.38513 16.21904 -0.18 1.50 -0.68 -0.702
I 20.44058 17.25148 17.52394 -0.17 -0.01 -0.24 0.792
C 18.52342 15.14845 16.56933 -0.24 -0.02 -0.95 -0.176
C 17.59200 14.54586 15.72516 -0.47 -0.45 0.08 -0.026
C 16.38276 14.34907 12.35163 -0.99 0.08 1.38 -0.300
N 15.40196 14.00059 11.45984 2.60 -0.27 -0.63 0.051
C 16.10154 13.62546 10.33919 -0.88 0.34 0.74 -0.269
C 15.45238 13.27393 9.12818 1.37 0.17 -0.76 -0.079
C 16.22220 12.28561 8.32035 -0.81 0.35 0.03 -0.184
C 16.97210 12.47748 7.18446 -0.34 -1.38 -0.33 -0.004
C 17.49891 11.35528 6.53774 -0.47 0.23 0.98 -0.132
C 17.30994 10.08224 7.01047 0.70 -0.17 0.15 -0.732
I 18.27540 8.40105 6.21368 -0.03 0.16 -0.25 0.821
C 16.61932 9.90430 8.17664 -0.57 -0.49 -0.25 -0.161
C 16.04295 10.99674 8.76750 0.43 -1.01 0.78 -0.018
C 14.25686 13.73162 8.67761 -1.23 0.03 -0.01 -0.246
C 13.69867 13.61772 7.32218 -0.06 0.45 -0.25 -0.013
C 12.53310 14.30307 7.36040 -1.40 -0.18 -0.96 -0.033
C 12.26560 14.69451 8.74460 2.94 0.28 0.48 -0.237
N 13.36664 14.40545 9.49233 -0.80 -0.21 -0.78 0.099
C 11.17115 15.39682 9.27436 -0.77 -0.07 -0.82 -0.082
C 10.81275 15.31877 10.60857 0.66 -0.55 -0.18 -0.281
C 9.54187 15.71810 11.11336 -2.20 0.99 0.47 -0.030
C 9.44384 15.30778 12.39019 0.49 0.24 0.32 0.019
C 10.77897 14.77308 12.71767 -0.31 0.11 -1.18 -0.274
N 11.53818 14.74974 11.60302 0.52 0.30 -0.33 0.081
C 10.40434 16.27234 8.32691 -0.22 -1.13 0.43 -0.188
C 9.03881 16.19481 8.06479 -0.32 1.60 -0.54 -0.016
C 8.40298 17.26815 7.37480 0.24 -1.42 0.64 -0.149
C 9.14670 18.29927 6.84964 0.12 0.01 -0.08 -0.766
I 8.18094 19.78675 5.76301 -0.05 0.23 -0.06 0.831
C 10.52180 18.29791 6.98102 -0.27 -1.17 0.32 -0.143
C 11.11585 17.26322 7.69478 0.76 1.52 -0.20 -0.031
C 17.51736 13.73804 10.49710 0.45 0.33 1.10 -0.019
C 17.70372 14.21384 11.79645 -0.50 0.23 0.05 -0.050
N 13.62644 14.37564 13.55795 0.32 0.62 0.97 0.062
H 8.18016 11.46101 15.69061 0.53 0.74 -0.17 0.092
H 9.91746 12.13975 14.07327 0.48 0.02 -0.33 0.126
H 10.19471 15.96524 15.96039 0.12 0.56 0.03 0.116
H 8.32188 15.35600 17.54717 0.43 -0.72 -0.82 0.108
H 12.50292 14.77651 16.69877 -0.60 -0.11 -0.02 0.099
H 15.01397 15.07852 16.52393 -0.05 0.14 -0.28 0.103
H 17.18824 16.86453 13.35515 0.27 0.80 -0.05 0.109
H 18.91120 18.10030 14.93215 0.62 1.58 -0.44 0.063
H 18.86973 14.66079 17.45201 0.16 -0.28 0.43 0.077
H 17.16720 13.53961 16.00433 0.46 1.23 -0.50 0.133
H 17.04226 13.41188 6.70466 0.32 1.19 -0.24 0.088
H 18.09319 11.48013 5.70772 1.14 0.42 -1.92 0.066
H 16.44446 8.91308 8.55483 0.00 -0.16 0.27 0.089
H 15.51660 10.75934 9.66634 -0.60 0.43 0.49 0.113
H 14.11084 13.22632 6.38368 0.10 -0.09 0.79 0.113
H 11.82883 14.42920 6.49659 0.78 -0.03 1.01 0.122
H 8.74446 16.28547 10.61664 0.60 -0.35 0.02 0.109
H 8.65642 15.54268 13.09280 -0.05 -0.26 -0.07 0.107
H 8.47041 15.35459 8.41179 -0.28 -0.14 0.24 0.112
H 7.33108 17.28057 7.25755 -0.13 -0.18 -0.06 0.081
H 11.15027 19.02604 6.54846 0.40 0.86 -0.44 0.081
H 12.19098 17.35533 7.83936 -0.12 -0.31 0.08 0.121
H 18.31135 13.56180 9.76667 -0.53 -0.10 0.21 0.111
H 18.60610 14.44772 12.38017 -0.36 -0.19 -0.68 0.112
C 13.10473 19.07417 11.66634 0.88 1.01 0.27 -0.037
C 12.98187 17.68579 11.79876 -0.20 0.22 -0.15 -0.101
N 14.00817 16.81984 11.63650 -0.66 1.26 -0.23 0.085
C 15.17192 17.36961 11.30451 0.03 -0.62 -0.28 -0.100
C 15.40612 18.74233 11.15413 0.08 -0.34 -0.43 -0.232
C 14.36942 19.64281 11.34744 -1.35 -2.27 0.62 -0.014
C 16.73563 19.24525 10.79363 0.32 0.44 -0.78 -0.051
C 17.54391 18.94986 9.75611 0.12 -0.02 1.11 -0.024
C 17.36259 17.95299 8.68053 -0.28 0.33 0.26 -0.262
C 16.12392 17.49618 8.19320 0.93 0.49 0.27 0.007
C 16.16276 16.61148 7.15500 -1.00 -1.05 -0.01 -0.138
N 17.27846 16.12415 6.63282 1.04 0.60 -0.23 0.084
C 18.38706 16.68277 7.12108 1.23 -0.38 0.33 -0.205
N 18.51865 17.55394 8.12957 -1.01 -0.25 -0.65 0.117
H 12.29416 19.78872 11.90743 0.24 -0.89 -0.37 0.108
H 11.98945 17.25780 11.98511 0.51 0.00 0.15 0.105
H 15.95052 16.63233 11.07320 0.03 0.39 0.26 0.119
H 14.52393 20.68934 11.26157 0.03 0.77 -0.05 0.102
H 17.02032 20.07509 11.43158 0.44 -0.02 0.03 0.108
H 18.54400 19.41764 9.76401 -0.66 -0.19 -0.24 0.112
H 15.16380 17.78104 8.56566 -0.21 0.35 0.41 0.105
H 15.21830 16.18839 6.79842 0.28 0.10 -0.09 0.112
H 19.38085 16.39062 6.73000 -0.88 -0.16 -0.16 0.111
C 17.17603 8.43726 13.04820 0.40 -1.29 -0.78 -0.103
C 17.26561 9.84415 13.58030 -1.25 1.12 0.25 -0.398
C 17.46989 10.87766 12.46274 0.01 1.03 0.47 -0.062
C 15.95282 10.15350 14.37225 1.69 0.89 1.71 -0.144
N 14.78162 10.04993 13.59062 -1.46 -0.21 -0.84 -0.135
C 14.14364 10.97778 12.86035 -0.07 0.18 -0.35 -0.124
N 13.13981 10.38231 12.20082 1.02 0.92 0.71 0.021
N 13.19015 9.10113 12.56657 0.47 -0.59 0.44 -0.069
N 14.16478 8.86498 13.39121 -0.44 0.39 -0.28 0.037
H 18.14653 8.14551 12.60295 -0.21 -0.07 0.54 0.079
H 16.50760 8.35322 12.16680 -0.02 0.29 0.63 0.077
H 16.82352 7.66870 13.79129 0.51 0.81 -0.63 0.090
H 18.04583 9.98849 14.32595 0.27 -0.37 0.02 0.127
H 16.58593 10.92315 11.82539 0.07 -0.14 -0.22 0.055
H 18.34025 10.66072 11.84484 -0.02 -0.20 -0.07 0.083
H 17.60874 11.94551 12.81061 -0.16 -1.29 0.02 0.080
H 15.99473 11.16924 14.86769 -0.09 -0.79 -0.90 0.137
H 15.89546 9.46991 15.23838 -0.22 0.00 -0.57 0.126
H 14.48357 12.02970 12.83962 -0.58 -0.65 -0.18 0.115
```
Positions in Å, forces in eV/Å.

Properties
Total charge: -1
E_HOMO (alpha / beta) (eV): -4.1 / -4.1
HOMO-LUMO gap (alpha / beta) (eV): 5.47 / 5.47
LUMO energy (alpha / beta) (Ha): 0.0509 / 0.0510

Asked for electronic energy across the records above, the calculation gives -16879.084970; -4112.907784 Eh in order.
Asked for energy relative to the best compared isomer or geometry (same formula, charge and spin) across the records above, the calculation gives 0.0; 0.0 kcal per mole in order.